Below is a molecular structure, C66H69GaP3Si2, with properties calculated with ωB97M-V/def2-TZVPD.

Calculated values
LUMO: -2.29 eV
multiplicity: 1
charge: +1
M: 1081.09 g mol⁻¹
frontier orbital gap: 7.333 eV

The geometry in XYZ format:
```
141
C66H69GaP3Si2 ωB97M-V/def2-TZVPD
Ga -0.587 0.277 -0.220
C -1.297 -2.643 -6.342
C -1.346 -3.707 -5.453
C -0.956 -3.541 -4.130
C -0.522 -2.296 -3.688
C -0.477 -1.227 -4.586
C -0.852 -1.400 -5.908
P 0.004 -1.887 -1.986
C -0.404 -3.370 -0.981
C 0.523 -3.957 -0.121
C 0.152 -5.007 0.709
C -1.143 -5.500 0.678
C -2.074 -4.929 -0.180
C -1.715 -3.860 -0.986
C 1.826 -1.961 -2.091
C 2.470 -2.540 -3.186
C 3.852 -2.657 -3.197
C 4.594 -2.196 -2.119
C 3.956 -1.586 -1.051
C 2.567 -1.452 -1.016
Si 1.698 -0.560 0.419
C 2.905 0.830 0.924
C 3.968 0.578 1.797
C 4.828 1.584 2.203
C 4.629 2.885 1.765
C 3.584 3.167 0.899
C 2.736 2.148 0.462
P 1.444 2.474 -0.785
C 2.350 2.225 -2.362
C 1.679 2.455 -3.568
C 2.292 2.188 -4.783
C 3.576 1.665 -4.813
C 4.252 1.438 -3.624
C 3.646 1.716 -2.405
C 1.193 4.275 -0.640
C 0.546 4.697 0.524
C 0.290 6.041 0.734
C 0.665 6.974 -0.227
C 1.299 6.557 -1.387
C 1.564 5.209 -1.599
C 1.736 -1.778 1.884
C 2.828 -2.635 2.060
C 2.906 -3.502 3.136
C 1.866 -3.566 4.053
C 0.762 -2.746 3.895
C 0.699 -1.841 2.833
P -0.680 -0.645 2.757
C -2.045 -1.589 3.513
C -2.516 -2.620 2.697
C -3.567 -3.420 3.112
C -4.174 -3.181 4.339
C -3.714 -2.152 5.148
C -2.651 -1.356 4.741
C -0.121 0.652 3.929
C -1.027 1.552 4.498
C -0.579 2.653 5.213
C 0.780 2.896 5.343
C 1.689 2.004 4.793
C 1.244 0.888 4.101
H -1.602 -2.781 -7.371
H -1.688 -4.678 -5.791
H -0.974 -4.390 -3.461
H -0.125 -0.261 -4.238
H -0.802 -0.568 -6.601
H 1.546 -3.611 -0.101
H 0.885 -5.442 1.378
H -1.428 -6.324 1.320
H -3.085 -5.317 -0.221
H -2.460 -3.408 -1.628
H 1.898 -2.901 -4.028
H 4.346 -3.112 -4.048
H 5.673 -2.297 -2.121
H 4.557 -1.192 -0.237
H 4.117 -0.424 2.185
H 5.651 1.355 2.870
H 5.291 3.679 2.087
H 3.439 4.181 0.555
H 0.674 2.853 -3.561
H 1.763 2.386 -5.708
H 4.049 1.437 -5.760
H 5.259 1.041 -3.642
H 4.193 1.532 -1.491
H 0.259 3.964 1.273
H -0.203 6.364 1.643
H 0.463 8.026 -0.069
H 1.595 7.286 -2.132
H 2.068 4.892 -2.503
H 3.629 -2.640 1.326
H 3.775 -4.138 3.256
H 1.915 -4.251 4.890
H -0.054 -2.803 4.603
H -2.042 -2.800 1.735
H -3.914 -4.227 2.478
H -5.003 -3.796 4.665
H -4.185 -1.969 6.106
H -2.288 -0.571 5.394
H -2.089 1.396 4.381
H -1.297 3.327 5.665
H 1.129 3.775 5.872
H 2.754 2.173 4.903
H 1.972 0.198 3.706
C -5.323 2.326 0.501
C -3.840 1.960 0.672
C -3.030 3.245 0.901
C -3.732 1.109 1.931
Si -3.133 1.009 -0.868
C -3.109 2.177 -2.419
C -1.991 3.201 -2.265
C -4.436 2.929 -2.593
C -2.826 1.386 -3.705
C -4.132 -0.613 -1.236
C -5.547 -0.281 -1.733
C -4.234 -1.479 0.030
C -3.430 -1.444 -2.310
H -5.619 2.978 1.330
H -5.958 1.439 0.544
H -5.531 2.856 -0.428
H -3.287 3.670 1.878
H -3.258 4.003 0.150
H -1.952 3.056 0.897
H -4.071 1.689 2.797
H -2.704 0.813 2.098
H -4.342 0.209 1.889
H -2.100 3.829 -1.383
H -1.954 3.863 -3.139
H -1.043 2.684 -2.192
H -4.570 3.699 -1.831
H -5.303 2.265 -2.574
H -4.426 3.433 -3.566
H -1.969 0.714 -3.599
H -2.603 2.092 -4.514
H -3.693 0.804 -4.021
H -6.082 0.392 -1.060
H -6.125 -1.209 -1.805
H -5.529 0.171 -2.727
H -4.979 -1.088 0.724
H -3.277 -1.569 0.554
H -4.557 -2.490 -0.245
H -3.430 -0.967 -3.287
H -3.937 -2.411 -2.425
H -2.400 -1.633 -2.031
```

Results of the Mulliken charge analysis, in e, for atoms 1 through 2: atom 1 (Ga): 4.5429, atom 2 (C): -0.6949

***

Below is a molecular structure, C66H78CsN8O5P2SSi, with properties calculated with ωB97M-V/def2-TZVPD.

Calculated values
energy above the lowest of the compared OMol25 structures with the same formula, charge and spin: 32.3 kcal per mole
LUMO: 1.82 eV
multiplicity: 1
charge: -1
M: 1318.41 g mol⁻¹
frontier orbital gap: 6.808 eV

The geometry in XYZ format:
```
162
C66H78CsN8O5P2SSi ωB97M-V/def2-TZVPD
Cs -0.628 0.076 -1.064
C -2.571 -0.598 -5.512
C -1.569 -0.193 -4.434
O -1.615 -0.755 -3.346
C -0.604 0.834 -4.777
C -0.800 1.659 -5.892
C 0.123 2.599 -6.270
C 1.298 2.750 -5.530
C 1.524 1.966 -4.435
C 0.598 0.974 -4.004
O 0.877 0.249 -2.989
H -3.115 -1.476 -5.171
H -2.049 -0.832 -6.437
H -3.277 0.212 -5.689
H -1.720 1.576 -6.453
H -0.056 3.225 -7.131
H 2.032 3.491 -5.824
H 2.426 2.061 -3.845
N 2.087 -3.502 -2.480
P 1.496 -1.813 -2.683
C 3.229 -1.197 -2.790
C 4.136 -1.621 -3.757
C 5.445 -1.173 -3.736
C 5.874 -0.332 -2.722
C 4.984 0.075 -1.742
C 3.667 -0.346 -1.784
C 1.124 -2.072 -4.461
C 0.212 -3.073 -4.771
C -0.193 -3.281 -6.074
C 0.314 -2.491 -7.092
C 1.212 -1.481 -6.793
C 1.608 -1.267 -5.486
C 1.750 -4.287 -1.439
C 2.236 -5.610 -1.359
C 1.859 -6.393 -0.296
C 1.021 -5.856 0.678
C 0.618 -4.538 0.525
N 0.962 -3.769 -0.493
H 2.727 -3.928 -3.140
H 3.816 -2.296 -4.542
H 6.129 -1.481 -4.517
H 6.901 0.004 -2.701
H 5.314 0.733 -0.950
H 2.960 -0.006 -1.041
H -0.175 -3.685 -3.967
H -0.915 -4.056 -6.294
H -0.004 -2.656 -8.113
H 1.608 -0.857 -7.582
H 2.293 -0.463 -5.267
H 2.894 -5.978 -2.136
H 2.220 -7.410 -0.212
H 0.697 -6.438 1.527
H -0.006 -4.063 1.271
C 5.071 -3.278 1.999
C 4.257 -3.956 3.098
C 2.765 -3.653 2.991
N 2.471 -2.307 3.411
C 1.277 -1.916 3.886
S 0.001 -2.956 4.036
N 1.151 -0.612 4.277
C 2.074 0.124 4.942
O 1.975 1.330 5.071
C 3.175 -0.625 5.634
C 4.475 -0.134 5.576
C 5.479 -0.746 6.304
C 5.190 -1.840 7.102
C 3.896 -2.332 7.162
C 2.890 -1.728 6.431
H 6.138 -3.402 2.180
H 4.858 -2.213 1.949
H 4.838 -3.713 1.029
H 4.620 -3.642 4.081
H 4.387 -5.038 3.024
H 2.193 -4.317 3.648
H 2.427 -3.812 1.957
H 3.155 -1.597 3.196
H 0.306 -0.001 3.863
H 4.682 0.725 4.953
H 6.490 -0.370 6.259
H 5.972 -2.314 7.680
H 3.671 -3.190 7.780
H 1.877 -2.102 6.475
N -0.605 0.968 3.249
H -0.519 1.824 3.786
H -1.585 0.765 3.113
H -0.181 1.165 2.327
O -2.738 0.344 0.231
P -4.086 -0.179 0.446
N -5.049 1.008 1.186
C -4.394 2.104 1.886
C -4.901 2.005 3.321
C -6.364 1.633 3.089
C -6.294 0.692 1.879
N -4.112 -1.555 1.411
C -2.808 -2.072 1.866
C -2.956 -3.590 1.863
C -4.437 -3.758 2.178
C -5.055 -2.666 1.313
N -4.849 -0.540 -1.012
C -4.616 0.492 -2.037
C -5.878 0.507 -2.899
C -6.962 0.068 -1.920
C -6.226 -1.005 -1.121
H -4.714 3.057 1.447
H -3.315 2.026 1.783
H -4.780 2.933 3.878
H -4.382 1.203 3.849
H -6.936 2.529 2.840
H -6.829 1.154 3.950
H -7.153 0.843 1.215
H -6.296 -0.348 2.211
H -2.613 -1.721 2.886
H -1.998 -1.730 1.224
H -2.300 -4.053 2.597
H -2.734 -3.990 0.873
H -4.619 -3.544 3.233
H -4.834 -4.744 1.939
H -6.049 -2.379 1.671
H -5.145 -3.023 0.281
H -3.727 0.242 -2.613
H -4.459 1.467 -1.559
H -5.790 -0.224 -3.704
H -6.066 1.488 -3.335
H -7.856 -0.319 -2.409
H -7.242 0.897 -1.268
H -6.240 -1.949 -1.683
H -6.670 -1.172 -0.141
O 0.560 1.553 0.799
Si 0.895 3.074 0.812
C 0.051 4.106 -0.560
C 0.181 5.489 -0.619
C -0.405 6.223 -1.634
C -1.129 5.580 -2.625
C -1.276 4.204 -2.580
C -0.694 3.484 -1.551
C 2.719 3.502 0.438
C 3.611 4.202 1.239
C 4.909 4.460 0.827
C 5.343 4.025 -0.412
C 4.463 3.348 -1.239
C 3.174 3.091 -0.810
C 0.183 3.934 2.368
C -1.186 4.184 2.350
C -1.846 4.720 3.441
C -1.136 5.054 4.582
C 0.225 4.805 4.626
C 0.864 4.231 3.540
H 0.750 5.998 0.150
H -0.302 7.301 -1.659
H -1.576 6.151 -3.429
H -1.844 3.699 -3.354
H -0.819 2.410 -1.509
H 3.293 4.565 2.206
H 5.585 5.009 1.471
H 6.361 4.213 -0.731
H 4.787 3.026 -2.220
H 2.491 2.559 -1.455
H -1.746 3.942 1.457
H -2.918 4.878 3.404
H -1.641 5.491 5.435
H 0.786 5.048 5.519
H 1.912 3.993 3.625
```

Results of the Mulliken charge analysis, in e, for atoms 1 through 2: atom 1 (Cs): 3.0452, atom 2 (C): -2.3768

***

Below is a molecular structure, C67H52GeLiOP2S, with properties calculated with ωB97M-V/def2-TZVPD.

Calculated values
energy above the lowest of the compared OMol25 structures with the same formula, charge and spin: 0.0 kcal per mole
LUMO: 1.97 eV
multiplicity: 1
charge: -1
M: 1046.72 g mol⁻¹
frontier orbital gap: 3.998 eV

The geometry in XYZ format:
```
125
C67H52GeLiOP2S ωB97M-V/def2-TZVPD
Li 1.649 -0.076 0.870
O 1.415 0.121 2.733
S -0.010 -0.332 3.007
C 0.271 -1.817 3.964
C 0.642 -1.712 5.284
C 0.915 -2.832 6.096
C 0.825 -4.068 5.528
C 1.022 -5.445 6.116
C 0.921 -6.412 4.906
C 0.630 -5.516 3.724
C 0.505 -5.789 2.395
C 0.349 -4.704 1.506
C 0.248 -3.384 1.892
P 0.203 -2.084 0.547
C 1.808 -2.303 -0.209
C 1.890 -1.728 -1.623
C 3.336 -1.450 -1.981
C 4.322 -1.347 -1.068
C 4.120 -1.650 0.327
C 2.879 -2.154 0.686
C -1.104 -2.842 -0.481
C -0.824 -3.803 -1.451
C -1.851 -4.398 -2.170
C -3.169 -4.029 -1.939
C -3.456 -3.062 -0.984
C -2.429 -2.474 -0.260
C 0.312 -3.086 3.287
C 0.554 -4.177 4.151
C -0.662 0.852 4.196
C -1.424 0.429 5.261
C -1.927 1.304 6.248
C -1.605 2.624 6.153
C -1.899 3.788 7.069
C -1.261 5.016 6.366
C -0.715 4.473 5.067
C -0.119 5.092 4.013
C 0.171 4.316 2.865
C -0.032 2.957 2.770
P 0.066 2.145 1.106
C 0.660 3.514 0.048
C 1.993 3.477 -0.352
C 2.507 4.456 -1.193
C 1.687 5.473 -1.655
C 0.354 5.518 -1.266
C -0.154 4.547 -0.418
C -1.697 1.997 0.674
C -2.732 2.751 1.227
C -4.037 2.555 0.802
C -4.314 1.609 -0.179
C -3.290 0.847 -0.720
C -1.982 1.024 -0.286
C -0.496 2.258 3.945
C -0.909 3.077 5.013
H 0.721 -0.730 5.728
H 1.185 -2.690 7.136
H 0.253 -5.654 6.862
H 1.984 -5.524 6.623
H 0.138 -7.159 5.048
H 1.855 -6.957 4.756
H 0.576 -6.798 2.006
H 0.345 -4.917 0.444
H 1.486 -2.468 -2.326
H 3.541 -1.169 -3.012
H 5.306 -1.024 -1.397
H 4.941 -1.629 1.031
H 2.721 -2.431 1.729
H 0.207 -4.080 -1.635
H -1.617 -5.139 -2.925
H -3.970 -4.488 -2.506
H -4.482 -2.763 -0.803
H -2.652 -1.714 0.482
H -1.615 -0.628 5.380
H -2.507 0.906 7.071
H -1.473 3.623 8.060
H -2.974 3.916 7.205
H -0.466 5.454 6.972
H -1.994 5.804 6.186
H 0.076 6.157 4.001
H 0.535 4.846 1.996
H 2.636 2.666 -0.026
H 3.542 4.401 -1.509
H 2.080 6.221 -2.332
H -0.294 6.301 -1.639
H -1.200 4.569 -0.136
H -2.517 3.492 1.991
H -4.840 3.140 1.235
H -5.333 1.465 -0.517
H -3.498 0.106 -1.483
H -1.176 0.413 -0.701
C 1.004 -0.471 -1.741
Ge 0.626 -0.041 -3.545
C -0.799 1.300 -3.842
C -0.898 2.396 -2.990
C -1.834 3.400 -3.196
C -2.698 3.331 -4.280
C -2.601 2.260 -5.159
C -1.657 1.263 -4.942
C 2.062 0.784 -4.667
C 2.794 1.822 -4.088
C 3.787 2.492 -4.786
C 4.085 2.124 -6.093
C 3.374 1.092 -6.687
C 2.371 0.436 -5.979
C 0.086 -1.665 -4.526
C -1.248 -2.049 -4.655
C -1.608 -3.203 -5.341
C -0.631 -4.017 -5.896
C 0.707 -3.672 -5.749
C 1.055 -2.509 -5.075
H 1.550 0.351 -1.241
H -0.236 2.463 -2.135
H -1.893 4.233 -2.505
H -3.436 4.108 -4.443
H -3.259 2.201 -6.018
H -1.589 0.447 -5.653
H 2.589 2.105 -3.060
H 4.338 3.296 -4.311
H 4.866 2.637 -6.642
H 3.598 0.795 -7.706
H 1.819 -0.360 -6.470
H -2.028 -1.447 -4.202
H -2.654 -3.474 -5.425
H -0.908 -4.919 -6.428
H 1.482 -4.310 -6.159
H 2.106 -2.260 -4.967
```

Results of the Mulliken charge analysis, in e, for atoms 1 through 2: atom 1 (Li): 1.0129, atom 2 (O): -0.8978

***

| no. | HOMO energy (eV) | DFT total energy (eV) |
| --- | --- | --- |
| 1 | -9.624 | -165557.2312 |
| 2 | -4.983 | -129712.9990 |
| 3 | -2.030 | -158503.7985 |